The following is a DFT calculation (ωB97M-V/def2-TZVPD) of 2 unconnected molecules or ions with the total composition C35H42N5O2 at a distorted geometry.

Cartesian coordinates (Å):
1 C 4.680 -1.056 3.607
2 O 3.827 0.053 4.006
3 C 2.481 -0.159 4.035
4 C 1.663 0.979 4.276
5 C 0.288 0.873 4.088
6 C -0.277 -0.383 3.800
7 N -1.648 -0.522 3.562
8 C -2.491 0.374 2.941
9 N -3.733 -0.067 3.323
10 C -5.013 0.588 3.203
11 C -3.676 -1.265 4.046
12 C -2.371 -1.571 4.169
13 C 0.512 -1.546 3.842
14 C 1.905 -1.438 3.788
15 H 5.677 -0.624 3.697
16 H 4.567 -1.921 4.283
17 H 4.477 -1.361 2.566
18 H 2.140 1.925 4.518
19 H -0.365 1.735 4.199
20 H -4.917 1.570 2.708
21 H -5.701 -0.044 2.619
22 H -5.471 0.713 4.203
23 H -4.551 -1.756 4.425
24 H -1.890 -2.366 4.688
25 H 0.067 -2.546 3.837
26 H 2.522 -2.315 3.548
27 C -2.004 9.098 1.332
28 N -1.729 7.805 1.926
29 C -1.135 7.691 3.149
30 O -0.711 8.626 3.833
31 C -1.079 6.205 3.478
32 C -2.016 5.801 4.631
33 C -1.605 6.436 5.943
34 C -0.577 5.870 6.709
35 C -0.145 6.510 7.875
36 C -0.739 7.711 8.272
37 C -1.776 8.264 7.513
38 C -2.229 7.614 6.366
39 N -1.478 5.574 2.213
40 C -1.558 4.223 2.179
41 C -1.975 3.484 1.061
42 C -2.175 2.121 0.885
43 C -2.441 1.593 -0.431
44 C -2.352 0.206 -0.754
45 C -2.643 -0.287 -2.021
46 C -3.060 0.569 -3.075
47 N -3.469 0.075 -4.325
48 C -4.851 -0.232 -4.674
49 C -2.606 -0.061 -5.492
50 C -3.082 1.955 -2.805
51 C -2.783 2.440 -1.544
52 C -1.922 6.552 1.196
53 C -3.399 6.423 0.804
54 C -1.080 6.584 -0.088
55 H -1.792 9.879 2.069
56 H -1.383 9.253 0.440
57 H -3.054 9.161 1.020
58 H -0.037 5.931 3.719
59 H -3.056 6.074 4.361
60 H -1.967 4.709 4.726
61 H -0.123 4.924 6.394
62 H 0.655 6.068 8.470
63 H -0.388 8.227 9.166
64 H -2.229 9.213 7.800
65 H -3.056 8.020 5.778
66 H -1.160 3.709 3.061
67 H -2.163 4.076 0.173
68 H -2.198 1.420 1.818
69 H -1.961 -0.473 0.012
70 H -2.574 -1.356 -2.233
71 H -5.522 -0.056 -3.828
72 H -5.168 0.385 -5.532
73 H -4.921 -1.286 -4.992
74 H -1.581 0.242 -5.263
75 H -2.619 -1.110 -5.832
76 H -2.997 0.551 -6.322
77 H -3.352 2.652 -3.603
78 H -2.755 3.530 -1.440
79 H -4.037 6.573 1.685
80 H -3.644 7.188 0.053
81 H -3.598 5.441 0.367
82 H -0.048 6.872 0.147
83 H -1.092 5.613 -0.589
84 H -1.496 7.330 -0.781

Values from the calculation:
HOMO in eV: -10.33
Charge: +1
Frontier orbital gap in eV: 6.30
E_tot in a.u.: -1782.8155
LUMO in eV: -4.030



The following is a DFT calculation (ωB97M-V/def2-TZVPD) of a molecular structure, C35H43As2BF2IN8O11PS2Zn.

Cartesian coordinates (Å):
1 Zn -0.079 0.655 1.527
2 N -0.098 1.269 8.827
3 C -0.792 2.003 7.945
4 S -1.880 3.148 8.415
5 C -0.589 1.669 6.510
6 C -0.372 0.359 6.097
7 C -0.312 0.082 4.741
8 N -0.410 1.021 3.806
9 C -0.574 2.285 4.203
10 C -0.687 2.650 5.529
11 H -0.202 1.485 9.804
12 H 0.692 0.714 8.539
13 H -0.309 -0.453 6.811
14 H -0.209 -0.938 4.385
15 H -0.630 3.026 3.413
16 H -0.860 3.679 5.812
17 C 2.091 -3.166 0.381
18 O 1.676 -2.552 -0.848
19 C 1.305 -1.284 -0.759
20 O 1.189 -0.727 0.324
21 C 0.826 -0.775 -2.093
22 C 1.705 -0.221 -2.931
23 As 1.475 0.301 -4.800
24 C 0.610 2.061 -4.588
25 C -0.136 -0.762 -5.208
26 C -0.890 -1.492 -4.394
27 As -1.027 -1.374 -2.430
28 C -1.920 0.378 -2.563
29 C -2.032 -2.302 -4.901
30 O -3.045 -2.468 -4.261
31 O -1.825 -2.829 -6.110
32 C -2.881 -3.645 -6.634
33 C -0.511 -0.571 -6.654
34 O -1.370 0.222 -6.936
35 O 0.170 -1.198 -7.617
36 C 1.166 -2.171 -7.274
37 C 3.144 -0.188 -2.459
38 O 3.477 -0.510 -1.343
39 O 3.970 0.209 -3.405
40 C 5.390 0.158 -3.133
41 H 3.016 -2.704 0.726
42 H 2.247 -4.215 0.153
43 H 1.316 -3.053 1.137
44 H 1.360 2.823 -4.790
45 H 0.214 2.205 -3.587
46 H -0.182 2.143 -5.332
47 H -1.519 0.955 -3.389
48 H -1.809 0.928 -1.633
49 H -2.977 0.185 -2.745
50 H -2.448 -4.202 -7.459
51 H -3.697 -3.019 -6.991
52 H -3.253 -4.316 -5.864
53 H 1.275 -2.811 -8.144
54 H 0.856 -2.769 -6.420
55 H 2.115 -1.682 -7.063
56 H 5.876 -0.031 -4.085
57 H 5.607 -0.639 -2.425
58 H 5.729 1.102 -2.721
59 F -0.588 3.010 -0.404
60 B -1.016 2.270 0.635
61 F -2.230 2.723 1.055
62 C -6.511 -1.555 2.403
63 N -6.125 -0.168 2.940
64 C -7.124 0.848 2.387
65 N -7.172 0.797 0.971
66 C -7.531 -0.545 0.522
67 N -6.583 -1.548 0.989
68 C -5.262 -1.416 0.354
69 P -4.416 0.213 0.702
70 C -4.719 0.180 2.549
71 C -5.926 1.270 0.344
72 H -7.482 -1.792 2.840
73 H -5.754 -2.254 2.753
74 H -6.192 -0.183 3.958
75 H -6.810 1.833 2.732
76 H -8.096 0.598 2.813
77 H -7.559 -0.561 -0.566
78 H -8.526 -0.790 0.900
79 H -5.375 -1.536 -0.725
80 H -4.607 -2.218 0.698
81 H -4.473 1.164 2.954
82 H -4.038 -0.552 2.984
83 H -6.076 1.314 -0.736
84 H -5.719 2.288 0.681
85 O 9.017 1.761 -2.050
86 S 8.628 2.546 -0.891
87 O 7.494 3.424 -1.122
88 O 9.704 3.138 -0.127
89 C 7.968 1.269 0.243
90 N 8.760 0.261 0.613
91 C 8.241 -0.617 1.455
92 C 6.936 -0.538 1.921
93 C 6.175 0.515 1.439
94 N 6.705 1.422 0.622
95 C 4.735 0.713 1.759
96 C 4.039 1.741 1.127
97 C 2.689 1.877 1.366
98 N 2.001 1.088 2.205
99 C 2.682 0.130 2.835
100 C 4.028 -0.103 2.637
101 H 8.892 -1.426 1.772
102 H 6.544 -1.276 2.608
103 H 4.572 2.385 0.437
104 H 2.120 2.658 0.873
105 H 2.114 -0.485 3.526
106 H 4.511 -0.906 3.177
107 I -1.623 -1.613 1.745

Values from the calculation:
HOMO in eV: -6.98
Frontier orbital gap in eV: 5.73
E_tot in a.u.: -10536.1642
LUMO in eV: -1.248